Entry 1:
A 4-piece molecular cluster, C26H30Br2F18N3O9S2 overall, computed with wB97M-V/def2-TZVPD.

Each atom is followed by the atoms it is bonded to, with distances in Å.
Cartesian coordinates (Å):
1 C 2.47 1.40 5.33  C2 1.598, H34 1.162, H35 1.141, H36 1.143
2 C 1.02 1.38 5.99  C1 1.598, Br3 2.003, C4 1.418
3 Br 0.96 1.69 7.97  C2 2.003
4 C -0.14 1.17 5.20  C2 1.418, Br5 2.016, C6 1.586
5 Br -1.92 1.23 6.15  C4 2.016
6 C -0.18 0.89 3.64  C4 1.586, N7 1.513, C28 1.652, H37 1.148
7 N 0.78 1.63 2.73  C6 1.513, C8 1.501, H38 1.047
8 C 0.34 1.08 1.40  N7 1.501, N9 1.314, N14 1.473
9 N 0.08 1.81 0.34  C8 1.314, C10 1.496, H39 1.043
10 C -0.41 1.16 -0.92  N9 1.496, C11 1.610, H40 1.141, H41 1.161
11 C 0.69 1.43 -2.06  C10 1.610, C12 1.607, H42 1.151, H43 1.160
12 C 0.69 0.37 -3.27  C11 1.607, S13 1.871, H44 1.144, H45 1.168
13 S -0.54 0.93 -4.56  C12 1.871, H46 1.388
14 N 0.23 -0.36 1.68  C8 1.473, S15 1.713, C28 1.480
15 S 1.05 -1.48 0.68  N14 1.713, O16 1.524, O17 1.520, C18 1.855
16 O 2.02 -0.67 -0.17  S15 1.524
17 O 0.03 -2.22 -0.17  S15 1.520
18 C 2.03 -2.80 1.54  S15 1.855, F19 1.417, F20 1.446, C21 1.637
19 F 3.09 -2.33 2.37  C18 1.417
20 F 1.16 -3.56 2.41  C18 1.446
21 C 2.66 -3.93 0.54  C18 1.637, F22 1.425, F23 1.440, C24 1.602
22 F 1.65 -4.72 -0.07  C21 1.425
23 F 3.40 -4.80 1.41  C21 1.440
24 C 3.67 -3.35 -0.56  C21 1.602, F25 1.408, F26 1.422, F27 1.438
25 F 4.54 -2.33 -0.11  C24 1.408
26 F 2.92 -3.01 -1.72  C24 1.422
27 F 4.51 -4.44 -0.96  C24 1.438
28 C -0.04 -0.67 3.11  C6 1.652, N14 1.480, F29 1.433, C30 1.632
29 F 1.00 -1.14 3.97  C28 1.433
30 C -1.53 -1.22 3.46  C28 1.632, C31 1.601, H47 1.148, H48 1.151
31 C -1.80 -2.70 2.93  C30 1.601, O32 1.260, F33 1.423
32 O -1.59 -3.65 3.74  C31 1.260
33 F -2.29 -3.05 1.64  C31 1.423
34 H 2.52 2.36 4.68  C1 1.162
35 H 3.34 1.48 6.07  C1 1.141
36 H 2.70 0.53 4.62  C1 1.143
37 H -1.21 1.26 3.30  C6 1.148
38 H 1.76 1.25 2.74  N7 1.047
39 H 0.22 2.84 0.43  N9 1.043
40 H -0.74 0.08 -0.81  C10 1.141
41 H -1.35 1.76 -1.23  C10 1.161
42 H 1.74 1.54 -1.60  C11 1.151
43 H 0.45 2.47 -2.51  C11 1.160
44 H 0.57 -0.73 -2.94  C12 1.144
45 H 1.74 0.44 -3.77  C12 1.168
46 H -1.78 0.48 -4.14  S13 1.388
47 H -2.35 -0.55 3.02  C30 1.148
48 H -1.66 -1.25 4.60  C30 1.151
49 C -6.88 4.58 3.64  C50 1.516, H58 1.093, H59 1.092, H60 1.093
50 C -5.51 5.06 3.19  C49 1.516, O51 1.439, H61 1.092, H62 1.093
51 O -4.56 3.97 3.21  C50 1.439, C52 1.348
52 C -4.59 3.15 2.14  O51 1.348, O53 1.204, C54 1.527
53 O -5.34 3.27 1.20  C52 1.204
54 C -3.50 2.08 2.27  C52 1.527, F55 1.359, F56 1.355, F57 1.348
55 F -3.46 1.53 3.51  C54 1.359
56 F -2.27 2.59 2.02  C54 1.355
57 F -3.67 1.06 1.40  C54 1.348
58 H -6.81 4.10 4.62  C49 1.093
59 H -7.58 5.42 3.70  C49 1.092
60 H -7.29 3.84 2.95  C49 1.093
61 H -5.14 5.81 3.88  C50 1.092
62 H -5.55 5.52 2.20  C50 1.093
63 C 7.51 2.83 -4.82  C64 1.516, H72 1.093, H73 1.092, H74 1.093
64 C 6.65 1.59 -4.87  C63 1.516, O65 1.438, H75 1.092, H76 1.093
65 O 5.29 1.90 -4.50  C64 1.438, C66 1.351
66 C 4.52 2.42 -5.48  O65 1.351, O67 1.203, C68 1.527
67 O 4.90 2.64 -6.60  C66 1.203
68 C 3.10 2.66 -4.97  C66 1.527, F69 1.352, F70 1.357, F71 1.344
69 F 3.07 3.23 -3.75  C68 1.352
70 F 2.41 1.50 -4.86  C68 1.357
71 F 2.38 3.45 -5.78  C68 1.344
72 H 7.44 3.31 -3.84  C63 1.093
73 H 8.56 2.58 -5.02  C63 1.092
74 H 7.19 3.57 -5.55  C63 1.093
75 H 7.01 0.86 -4.14  C64 1.092
76 H 6.69 1.11 -5.85  C64 1.093
77 C -2.39 -4.59 -0.56  C78 1.516, H86 1.093, H87 1.085, H88 1.093
78 C -1.73 -4.23 -1.87  C77 1.516, O79 1.436, H89 1.092, H90 1.094
79 O -2.41 -4.84 -2.98  C78 1.436, C80 1.350
80 C -3.52 -4.21 -3.41  O79 1.350, O81 1.206, C82 1.527
81 O -3.95 -3.19 -2.93  C80 1.206
82 C -4.11 -4.94 -4.61  C80 1.527, F83 1.350, F84 1.351, F85 1.347
83 F -4.16 -6.27 -4.43  C82 1.350
84 F -3.39 -4.73 -5.73  C82 1.351
85 F -5.37 -4.54 -4.89  C82 1.347
86 H -2.46 -5.68 -0.46  C77 1.093
87 H -1.83 -4.19 0.28  C77 1.085
88 H -3.41 -4.20 -0.51  C77 1.093
89 H -0.70 -4.61 -1.88  C78 1.092
90 H -1.67 -3.14 -2.01  C78 1.094

Properties
molar mass = 1094.4 Da
charge = +1

***

Entry 2:
C26H30N2O8 in the gas phase, computed with wB97M-V/def2-TZVPD.

Each atom is followed by the atoms it is bonded to, with distances in Å.
Cartesian coordinates (Å):
1 C -2.89 -3.43 0.50  H2 1.091, H3 1.091, H4 1.090, O5 1.423
2 H -2.69 -3.93 -0.45  C1 1.091
3 H -3.74 -3.90 0.99  C1 1.091
4 H -2.01 -3.45 1.14  C1 1.090
5 O -3.18 -2.06 0.24  C1 1.423, C6 1.340
6 C -4.46 -1.66 0.36  O5 1.340, O7 1.204, C8 1.490
7 O -5.38 -2.41 0.58  C6 1.204
8 C -4.63 -0.20 0.17  C6 1.490, C9 1.394, C13 1.396
9 C -5.71 0.20 -0.61  C8 1.394, C10 1.381, H66 1.079
10 C -5.96 1.54 -0.84  C9 1.381, C11 1.386, H65 1.079
11 C -5.16 2.50 -0.25  C10 1.386, C12 1.382, H64 1.080
12 C -4.11 2.11 0.56  C11 1.382, C13 1.392, H63 1.080
13 C -3.82 0.77 0.78  C8 1.396, C12 1.392, C14 1.508
14 C -2.66 0.45 1.69  C13 1.508, H15 1.089, H16 1.095, O17 1.428
15 H -2.53 -0.63 1.84  C14 1.089
16 H -2.82 0.92 2.66  C14 1.095
17 O -1.43 1.03 1.26  C14 1.428, N18 1.403
18 N -0.71 0.34 0.28  O17 1.403, C19 1.346, C25 1.454
19 C -0.11 -0.81 0.65  N18 1.346, O20 1.215, C21 1.534
20 O -0.32 -1.33 1.73  C19 1.215
21 C 0.86 -1.42 -0.35  C19 1.534, N22 1.452, C55 1.530, C59 1.536
22 N 1.37 -0.39 -1.24  C21 1.452, C23 1.353, O34 1.406
23 C 0.59 0.55 -1.82  N22 1.353, O24 1.210, C25 1.534
24 O 0.87 1.10 -2.86  C23 1.210
25 C -0.65 0.97 -1.03  N18 1.454, C23 1.534, C26 1.537, C30 1.532
26 C -1.89 0.62 -1.87  C25 1.537, H27 1.087, H28 1.086, H29 1.088
27 H -1.67 0.80 -2.92  C26 1.087
28 H -2.74 1.24 -1.58  C26 1.086
29 H -2.17 -0.42 -1.73  C26 1.088
30 C -0.53 2.49 -0.87  C25 1.532, H31 1.086, H32 1.085, H33 1.087
31 H -0.49 2.94 -1.86  C30 1.086
32 H -1.38 2.89 -0.33  C30 1.085
33 H 0.38 2.74 -0.34  C30 1.087
34 O 2.51 -0.76 -1.97  N22 1.406, C35 1.428
35 C 3.56 0.21 -1.92  O34 1.428, C36 1.508, H53 1.091, H54 1.092
36 C 4.49 -0.02 -0.75  C35 1.508, C37 1.390, C41 1.400
37 C 5.60 -0.83 -0.95  C36 1.390, C38 1.383, H52 1.080
38 C 6.47 -1.12 0.09  C37 1.383, C39 1.385, H51 1.080
39 C 6.24 -0.60 1.35  C38 1.385, C40 1.381, H50 1.079
40 C 5.14 0.20 1.57  C39 1.381, C41 1.395, H49 1.079
41 C 4.25 0.49 0.53  C36 1.400, C40 1.395, C42 1.490
42 C 3.09 1.37 0.84  C41 1.490, O43 1.208, O44 1.337
43 O 2.59 2.17 0.09  C42 1.208
44 O 2.67 1.18 2.09  C42 1.337, C45 1.422
45 C 1.60 1.99 2.57  O44 1.422, H46 1.092, H47 1.091, H48 1.088
46 H 1.64 2.97 2.09  C45 1.092
47 H 0.65 1.52 2.34  C45 1.091
48 H 1.74 2.07 3.64  C45 1.088
49 H 4.95 0.60 2.55  C40 1.079
50 H 6.92 -0.82 2.16  C39 1.079
51 H 7.33 -1.75 -0.09  C38 1.080
52 H 5.78 -1.25 -1.93  C37 1.080
53 H 3.14 1.21 -1.90  C35 1.091
54 H 4.09 0.07 -2.86  C35 1.092
55 C 2.01 -2.05 0.45  C21 1.530, H56 1.086, H57 1.086, H58 1.087
56 H 1.60 -2.80 1.12  C55 1.086
57 H 2.73 -2.51 -0.22  C55 1.086
58 H 2.51 -1.30 1.05  C55 1.087
59 C 0.16 -2.51 -1.18  C21 1.536, H60 1.088, H61 1.087, H62 1.086
60 H 0.86 -2.89 -1.93  C59 1.088
61 H -0.71 -2.11 -1.69  C59 1.087
62 H -0.14 -3.33 -0.53  C59 1.086
63 H -3.49 2.86 1.04  C12 1.080
64 H -5.36 3.55 -0.42  C11 1.080
65 H -6.80 1.83 -1.46  C10 1.079
66 H -6.34 -0.56 -1.05  C9 1.079

Properties
structure (SMILES) = COC(=O)c1ccccc1CON1C(=O)C(C)(C)N(OCc2ccccc2C(=O)OC)C(=O)C1(C)C
molar mass = 498.5 Da

***

Entry 3:
C26H30N4O2 in the gas phase, computed with wB97M-V/def2-TZVPD.

Each atom is followed by the atoms it is bonded to, with distances in Å.
Cartesian coordinates (Å):
1 C -5.32 -2.05 -1.88  C2 1.497, H60 1.089, H61 1.088, H62 1.090
2 C -3.91 -1.66 -1.58  C1 1.497, C3 1.390, C7 1.401
3 C -3.10 -2.47 -0.79  C2 1.390, C4 1.386, H59 1.082
4 C -1.79 -2.09 -0.52  C3 1.386, C5 1.384, H58 1.079
5 C -1.33 -0.91 -1.07  C4 1.384, N6 1.319, H57 1.082
6 N -2.08 -0.13 -1.83  C5 1.319, C7 1.328
7 C -3.34 -0.48 -2.08  C2 1.401, N6 1.328, C8 1.503
8 C -4.12 0.54 -2.87  C7 1.503, H9 1.090, H10 1.089, C11 1.546
9 H -3.42 1.06 -3.52  C8 1.090
10 H -4.90 0.08 -3.47  C8 1.089
11 C -4.74 1.59 -1.92  C8 1.546, N12 1.442, H55 1.093, H56 1.091
12 N -3.77 2.07 -0.98  C11 1.442, C13 1.369, H54 1.009
13 C -2.85 3.02 -1.35  N12 1.369, O14 1.214, C15 1.488
14 O -3.05 3.82 -2.24  C13 1.214
15 C -1.58 2.96 -0.57  C13 1.488, C16 1.390, C20 1.394
16 C -0.42 3.36 -1.22  C15 1.390, C17 1.382, H53 1.079
17 C 0.83 3.15 -0.66  C16 1.382, C18 1.392, H52 1.079
18 C 0.93 2.52 0.58  C17 1.392, C19 1.398, O23 1.355
19 C -0.24 2.19 1.27  C18 1.398, C20 1.376, H22 1.079
20 C -1.48 2.41 0.70  C15 1.394, C19 1.376, H21 1.081
21 H -2.37 2.15 1.27  C20 1.081
22 H -0.15 1.75 2.25  C19 1.079
23 O 2.08 2.19 1.21  C18 1.355, C24 1.419
24 C 3.31 2.18 0.52  O23 1.419, C25 1.529, C29 1.533, H51 1.101
25 C 4.38 1.81 1.55  C24 1.529, C26 1.528, H49 1.090, H50 1.090
26 C 4.18 0.38 2.03  C25 1.528, N27 1.452, H47 1.100, H48 1.092
27 N 4.25 -0.53 0.90  C26 1.452, C28 1.450, C34 1.455
28 C 3.18 -0.26 -0.04  N27 1.450, C29 1.525, H32 1.105, H33 1.094
29 C 3.35 1.14 -0.61  C24 1.533, C28 1.525, H30 1.090, H31 1.091
30 H 4.31 1.22 -1.12  C29 1.090
31 H 2.55 1.33 -1.34  C29 1.091
32 H 2.18 -0.34 0.43  C28 1.105
33 H 3.23 -0.99 -0.85  C28 1.094
34 C 4.31 -1.94 1.29  N27 1.455, C35 1.510, H45 1.092, H46 1.095
35 C 3.00 -2.50 1.78  C34 1.510, N36 1.328, C40 1.393
36 N 2.57 -2.06 2.96  C35 1.328, C37 1.320
37 C 1.39 -2.48 3.40  N36 1.320, C38 1.386, H44 1.083
38 C 0.59 -3.37 2.71  C37 1.386, C39 1.386, H43 1.079
39 C 1.04 -3.84 1.49  C38 1.386, C40 1.384, H42 1.082
40 C 2.26 -3.39 1.01  C35 1.393, C39 1.384, H41 1.080
41 H 2.64 -3.73 0.06  C40 1.080
42 H 0.46 -4.56 0.92  C39 1.082
43 H -0.36 -3.70 3.12  C38 1.079
44 H 1.09 -2.08 4.36  C37 1.083
45 H 5.07 -2.03 2.07  C34 1.092
46 H 4.64 -2.50 0.41  C34 1.095
47 H 3.21 0.31 2.56  C26 1.100
48 H 4.97 0.12 2.74  C26 1.092
49 H 4.32 2.50 2.39  C25 1.090
50 H 5.36 1.91 1.08  C25 1.090
51 H 3.52 3.19 0.11  C24 1.101
52 H 1.71 3.47 -1.19  C17 1.079
53 H -0.50 3.82 -2.19  C16 1.079
54 H -3.42 1.37 -0.35  N12 1.009
55 H -5.58 1.16 -1.37  C11 1.093
56 H -5.09 2.44 -2.51  C11 1.091
57 H -0.32 -0.56 -0.90  C5 1.082
58 H -1.15 -2.70 0.10  C4 1.079
59 H -3.50 -3.39 -0.39  C3 1.082
60 H -6.02 -1.28 -1.54  C1 1.089
61 H -5.57 -2.98 -1.38  C1 1.088
62 H -5.46 -2.18 -2.95  C1 1.090

Properties
structure (SMILES) = Cc1cccnc1CCNC(=O)c1ccc(OC2CCN(Cc3ccccn3)CC2)cc1
molar mass = 430.6 Da

***

Entry 4:
C26H30N4O5 in the gas phase, computed with wB97M-V/def2-TZVPD.

Each atom is followed by the atoms it is bonded to, with distances in Å.
Cartesian coordinates (Å):
1 C -8.15 -0.04 1.18  C2 1.524, H63 1.088, H64 1.086, H65 1.088
2 C -7.98 1.33 1.81  C1 1.524, C3 1.530, H61 1.093, H62 1.093
3 C -7.26 2.35 0.92  C2 1.530, C4 1.533, H59 1.092, H60 1.092
4 C -5.82 1.97 0.58  C3 1.533, C5 1.529, H57 1.092, H58 1.092
5 C -5.70 1.29 -0.78  C4 1.529, N6 1.459, H55 1.090, H56 1.091
6 N -4.34 0.79 -1.00  C5 1.459, C7 1.381, C16 1.388
7 C -3.46 1.63 -1.64  N6 1.381, O8 1.208, N9 1.375
8 O -3.76 2.74 -2.03  C7 1.208
9 N -2.19 1.14 -1.82  C7 1.375, C10 1.372, H54 1.011
10 C -1.77 -0.11 -1.42  N9 1.372, C11 1.393, C15 1.398
11 C -0.47 -0.55 -1.66  C10 1.393, C12 1.383, H53 1.080
12 C -0.08 -1.81 -1.23  C11 1.383, C13 1.398, C20 1.501
13 C -1.00 -2.65 -0.59  C12 1.398, C14 1.376, H19 1.079
14 C -2.28 -2.21 -0.35  C13 1.376, C15 1.395, H18 1.079
15 C -2.68 -0.94 -0.76  C10 1.398, C14 1.395, C16 1.466
16 C -4.05 -0.48 -0.51  N6 1.388, C15 1.466, O17 1.213
17 O -4.89 -1.13 0.07  C16 1.213
18 H -3.01 -2.84 0.14  C14 1.079
19 H -0.69 -3.64 -0.29  C13 1.079
20 C 1.29 -2.31 -1.59  C12 1.501, O21 1.218, N22 1.351
21 O 1.63 -2.39 -2.76  C20 1.218
22 N 2.07 -2.72 -0.57  C20 1.351, C23 1.442, C28 1.448
23 C 1.87 -2.40 0.82  N22 1.442, H24 1.090, C25 1.533, H52 1.095
24 H 0.88 -1.97 0.98  C23 1.090
25 C 2.95 -1.42 1.29  C23 1.533, N26 1.448, H50 1.092, H51 1.105
26 N 4.25 -2.00 1.06  C25 1.448, C27 1.451, C33 1.457
27 C 4.46 -2.25 -0.35  N26 1.451, C28 1.528, H31 1.091, H32 1.103
28 C 3.40 -3.23 -0.84  N22 1.448, C27 1.528, H29 1.091, H30 1.094
29 H 3.48 -3.39 -1.92  C28 1.091
30 H 3.51 -4.18 -0.31  C28 1.094
31 H 5.45 -2.68 -0.50  C27 1.091
32 H 4.39 -1.32 -0.95  C27 1.103
33 C 5.35 -1.28 1.70  N26 1.457, C34 1.511, H48 1.093, H49 1.093
34 C 5.58 0.11 1.16  C33 1.511, C35 1.387, C39 1.399
35 C 4.90 1.19 1.69  C34 1.387, C36 1.393, H47 1.080
36 C 5.04 2.48 1.18  C35 1.393, C37 1.373, H46 1.077
37 C 5.90 2.64 0.12  C36 1.373, C38 1.396, O43 1.370
38 C 6.60 1.56 -0.41  C37 1.396, C39 1.372, O41 1.369
39 C 6.46 0.29 0.09  C34 1.399, C38 1.372, H40 1.077
40 H 7.02 -0.53 -0.33  C39 1.077
41 O 7.39 2.00 -1.44  C38 1.369, C42 1.411
42 C 7.16 3.39 -1.54  O41 1.411, O43 1.411, H44 1.102, H45 1.102
43 O 6.23 3.78 -0.56  C37 1.370, C42 1.411
44 H 8.11 3.93 -1.38  C42 1.102
45 H 6.77 3.63 -2.54  C42 1.102
46 H 4.50 3.32 1.60  C36 1.077
47 H 4.23 1.04 2.53  C35 1.080
48 H 6.25 -1.89 1.57  C33 1.093
49 H 5.12 -1.23 2.77  C33 1.093
50 H 2.82 -1.23 2.35  C25 1.092
51 H 2.82 -0.46 0.74  C25 1.105
52 H 1.96 -3.33 1.41  C23 1.095
53 H 0.23 0.08 -2.18  C11 1.080
54 H -1.54 1.74 -2.31  N9 1.011
55 H -6.37 0.44 -0.85  C5 1.090
56 H -5.91 2.00 -1.58  C5 1.091
57 H -5.19 2.86 0.57  C4 1.092
58 H -5.43 1.29 1.35  C4 1.092
59 H -7.26 3.31 1.44  C3 1.092
60 H -7.83 2.48 -0.01  C3 1.092
61 H -8.96 1.73 2.06  C2 1.093
62 H -7.42 1.23 2.75  C2 1.093
63 H -8.67 0.04 0.23  C1 1.088
64 H -7.18 -0.52 1.01  C1 1.086
65 H -8.73 -0.68 1.83  C1 1.088

Properties
structure (SMILES) = CCCCCn1c(=O)[nH]c2cc(C(=O)N3CCN(Cc4ccc5c(c4)OCO5)CC3)ccc2c1=O
molar mass = 478.5 Da

***

| no. | frontier orbital gap (Eh) | highest occupied orbital energy (eV) | lowest unoccupied orbital energy (eV) |
| --- | --- | --- | --- |
| 1 | 0.2300 | -11.52 | -5.3 |
| 2 | 0.3570 | -9.24 | 0.5 |
| 3 | 0.3295 | -8.39 | 0.6 |
| 4 | 0.3089 | -8.30 | 0.1 |